Entry 1:
The following is a DFT calculation (ωB97M-V/def2-TZVPD) of 2 unconnected molecules or ions with the total composition C4H12O.

## Properties
* HOMO level: -10.4201 eV
* SMILES: CCO.CC
* orbital gap: 11.333 eV

CARTESIAN COORDINATES (ANGSTROEM)
C: 1.144 -2.559 -0.607
C: 0.809 -1.096 -0.997
H: 2.144 -2.815 -0.924
H: 0.985 -2.707 0.466
H: 0.238 -3.088 -0.918
H: 0.864 -0.846 -2.052
H: 1.531 -0.404 -0.538
H: -0.134 -0.794 -0.592
C: -0.997 1.383 0.174
C: -0.313 2.249 1.214
O: -1.402 0.168 0.788
H: -1.820 1.981 -0.206
H: -0.270 1.158 -0.606
H: 0.067 3.140 0.701
H: -2.163 -0.244 0.374
H: 0.377 1.728 1.870
H: -1.059 2.746 1.853

Atom charges from the Mulliken analysis, given in e for atoms 1 to 4: number 1, C, carries -1.0317; number 2, C, carries -0.5048; number 3, H, carries 0.3269; number 4, H, carries 0.2947

Entry 2:
The following is a DFT calculation (ωB97M-V/def2-TZVPD) of 2 unconnected molecules or ions with the total composition C4H12O.

## Properties
* HOMO level: -10.0417 eV
* SMILES: CCO.CC
* orbital gap: 11.032 eV

CARTESIAN COORDINATES (ANGSTROEM)
C: -1.312 -0.453 -0.547
C: -2.479 -0.953 0.294
O: -1.333 0.833 -1.054
H: -0.222 -0.619 0.119
H: -1.375 -1.001 -1.478
H: -2.628 -0.271 1.163
H: -2.154 1.219 -0.717
H: -2.410 -1.934 0.859
H: -3.324 -0.825 -0.286
C: 2.615 -0.135 0.283
C: 1.649 1.139 0.168
H: 3.360 0.158 0.993
H: 2.256 -1.016 0.215
H: 3.198 -0.082 -0.690
H: 2.060 1.934 0.708
H: 0.781 0.772 0.855
H: 1.317 1.232 -0.884

Atom charges from the Mulliken analysis, given in e for atoms 1 to 4: number 1, C, carries 0.2268; number 2, C, carries -1.2477; number 3, O, carries -0.4562; number 4, H, carries -0.1355

Entry 3:
The following is a DFT calculation (ωB97M-V/def2-TZVPD) of 2 unconnected molecules or ions with the total composition C4H12O.

## Properties
* HOMO level: -10.3813 eV
* SMILES: CCO.CC
* orbital gap: 11.311 eV

CARTESIAN COORDINATES (ANGSTROEM)
C: -0.687 -0.816 2.446
C: -2.159 -0.740 2.093
H: -0.488 -1.673 3.090
H: -0.413 0.052 3.023
H: -0.070 -0.859 1.551
H: -2.352 -0.132 1.198
H: -2.592 -1.678 1.762
H: -2.816 -0.405 2.892
C: 1.741 0.973 -1.622
O: 0.816 1.307 -0.601
C: 1.090 0.420 -2.861
H: 2.286 1.904 -1.811
H: 2.527 0.297 -1.283
H: 0.343 0.529 -0.289
H: 0.295 1.070 -3.213
H: 1.823 0.325 -3.663
H: 0.655 -0.575 -2.711

Atom charges from the Mulliken analysis, given in e for atoms 1 to 4: number 1, C, carries -0.7094; number 2, C, carries -0.8639; number 3, H, carries 0.2998; number 4, H, carries 0.2618